(1)
Computed, not measured: a molecular structure, ClN2O10Rb, with ωB97M-V/def2-TZVPD.

```
14
Properties=species:S:1:pos:R:3
Rb 1.462 -0.302 -2.078
Cl 0.180 -1.620 2.039
O 0.592 -3.055 1.848
O 1.276 -1.225 1.278
O -1.094 -1.410 1.209
O -0.057 -1.204 3.440
N -0.744 1.526 -2.210
O -1.515 0.725 -2.559
O -0.861 2.112 -1.165
O 0.345 1.686 -2.602
N 0.016 0.761 0.126
O -0.761 -0.153 -0.065
O 1.196 0.693 -0.406
O -0.034 1.467 1.143
```

HOMO energy = -0.2564 eV
total charge = -2
energy relative to the best compared isomer or geometry (same formula, charge and spin) = 234.9 kcal/mol
orbital gap = 4.144 eV

(2)
Computed, not measured: a molecular structure, ClN3O13Tl, with ωB97M-V/def2-TZVPD.

```
18
Properties=species:S:1:pos:R:3
Tl 0.363 1.677 0.391
N 1.572 1.029 -3.231
O 1.472 0.844 -2.046
O 0.559 1.079 -3.934
O 2.653 1.038 -3.765
N -0.477 -2.022 2.191
O 0.041 -2.528 3.236
O -1.139 -2.968 1.593
O -0.295 -0.856 1.673
N 2.237 0.799 3.761
O 1.290 1.420 3.135
O 1.798 -0.145 4.405
O 3.307 1.325 4.209
Cl -2.702 -0.112 -2.297
O -2.702 0.760 -3.516
O -1.545 0.152 -1.258
O -4.006 -0.130 -1.751
O -2.425 -1.363 -2.794
```

HOMO energy = -6.4815 eV
total charge = -1
energy relative to the best compared isomer or geometry (same formula, charge and spin) = 50.8 kcal/mol
orbital gap = 2.162 eV

(3)
Computed, not measured: 2 unconnected molecules or ions with the total composition ClNO3, with ωB97M-V/def2-TZVPD.

```
5
Properties=species:S:1:pos:R:3
N -0.515 -0.159 0.007
O -0.118 -1.213 -0.025
O -1.434 0.506 -0.013
O 1.032 0.926 -0.026
Cl 2.319 -0.101 0.033
```

HOMO energy = -10.0556 eV
energy relative to the best compared isomer or geometry (same formula, charge and spin) = 14.2 kcal/mol
orbital gap = 9.156 eV

(4)
Computed, not measured: 2 unconnected molecules or ions with the total composition ClNO7, with ωB97M-V/def2-TZVPD.

```
9
Properties=species:S:1:pos:R:3
N -14.659 -30.400 1.587
O -13.927 -30.400 0.642
O -14.883 -29.390 2.103
O -14.926 -31.425 2.140
Cl -10.069 -29.338 4.336
O -10.296 -28.215 3.456
O -9.295 -30.038 3.361
O -9.368 -28.929 5.543
O -11.344 -30.002 4.734
```

HOMO energy = -0.8871 eV
total charge = -2
energy relative to the best compared isomer or geometry (same formula, charge and spin) = 32.2 kcal/mol
orbital gap = 7.246 eV

(5)
Computed, not measured: a molecular structure, ClNO7Rb2, with ωB97M-V/def2-TZVPD.

```
11
Properties=species:S:1:pos:R:3
Rb 2.330 3.538 -0.919
Rb 5.599 -6.926 0.411
Cl 0.660 -2.264 1.216
O 1.010 -0.846 1.450
O 1.867 -3.144 1.226
O -0.461 -2.506 2.213
O 0.314 -2.478 -0.175
N -2.809 3.595 -1.289
O -2.433 2.860 -0.450
O -3.871 4.227 -1.329
O -2.206 3.943 -2.353
```

HOMO energy = -5.2083 eV
energy relative to the best compared isomer or geometry (same formula, charge and spin) = 132.1 kcal/mol
orbital gap = 2.455 eV

(6)
Computed, not measured: a molecular structure, ClNO7Tl, with ωB97M-V/def2-TZVPD.

```
10
Properties=species:S:1:pos:R:3
Tl -5.411 -4.472 4.254
N 2.771 3.117 -2.649
O 3.719 3.283 -1.942
O 2.954 3.287 -3.836
O 1.658 2.524 -2.167
Cl -1.222 -1.601 1.230
O -1.488 -2.897 1.819
O -0.350 -1.652 0.108
O -2.256 -0.536 0.953
O -0.375 -1.053 2.230
```

HOMO energy = -12.1565 eV
total charge = +1
energy relative to the best compared isomer or geometry (same formula, charge and spin) = 60.8 kcal/mol
orbital gap = 2.154 eV

(7)
Computed, not measured: a molecular structure, ClO4Pb, with ωB97M-V/def2-TZVPD.

```
6
Properties=species:S:1:pos:R:3
Pb 19.334 12.888 16.676
Cl 16.934 15.327 19.096
O 17.668 16.523 19.379
O 17.832 14.345 18.391
O 16.073 14.863 20.218
O 16.125 15.865 18.037
```

HOMO energy = -12.9127 eV
total charge = +1
energy relative to the best compared isomer or geometry (same formula, charge and spin) = 61.0 kcal/mol
orbital gap = 3.872 eV

(8)
Computed, not measured: a molecular structure, ClRb, with ωB97M-V/def2-TZVPD.

```
2
Properties=species:S:1:pos:R:3
Rb -0.461 -1.048 -0.092
Cl 0.461 1.048 0.092
```

HOMO energy = -8.2684 eV
energy relative to the best compared isomer or geometry (same formula, charge and spin) = 36.0 kcal/mol
orbital gap = 7.771 eV

(9)
Computed, not measured: a molecular structure, CrCuH7HfO16S3, with ωB97M-V/def2-TZVPD.

```
29
Properties=species:S:1:pos:R:3
Hf -1.056 -0.108 1.579
Cu 2.563 0.625 -0.031
Cr 0.176 -0.018 -2.254
S -2.168 1.957 -1.190
O -0.914 1.624 -1.919
O -2.080 1.176 0.129
O -2.204 3.346 -0.813
O -3.337 1.495 -1.898
S -2.428 -1.923 -1.160
O -1.876 -1.662 0.227
O -3.788 -1.485 -1.270
O -1.550 -1.182 -2.102
O -2.317 -3.353 -1.357
S 1.066 2.983 1.335
O 0.146 3.982 0.874
O 0.360 1.656 1.307
O 2.240 2.851 0.452
O 1.540 3.219 2.685
O 0.439 -0.334 -0.138
H 0.947 -1.147 -0.029
O 1.215 -1.935 -2.643
H 2.172 -1.994 -2.758
H 0.945 -2.789 -2.274
O 0.368 -2.153 1.907
H 1.322 -2.162 2.088
H 0.118 -3.079 1.758
O 2.749 -0.085 2.173
H 3.403 0.478 2.616
H 1.953 0.016 2.703
```

HOMO energy (alpha / beta) = -8.5211 / -8.5235 eV
spin multiplicity = 5
orbital gap (alpha / beta) = 4.589 / 4.571 eV

(10)
Computed, not measured: a molecular structure, CrH12O6, with ωB97M-V/def2-TZVPD.

```
19
Properties=species:S:1:pos:R:3
Cr -15.276 19.657 15.571
O -15.978 18.358 16.872
H -16.796 18.406 17.418
H -15.933 17.402 16.703
O -13.447 19.221 16.017
H -13.231 18.604 16.713
H -12.632 19.202 15.553
O -17.046 20.305 14.933
H -17.256 21.000 14.282
H -17.956 20.086 15.158
O -15.391 18.163 14.288
H -14.865 17.392 14.440
H -16.259 17.807 14.099
O -15.214 21.029 16.927
H -15.478 21.912 16.833
H -14.853 20.936 17.833
O -14.558 20.906 14.269
H -14.833 21.133 13.363
H -13.629 21.314 14.346
```

HOMO energy (alpha / beta) = -25.4922 / -26.2598 eV
total charge = +3
spin multiplicity = 4
energy relative to the best compared isomer or geometry (same formula, charge and spin) = 2.8 kcal/mol
orbital gap (alpha / beta) = 11.539 / 12.466 eV

(11)
Computed, not measured: a molecular structure, CrH50O25, with ωB97M-V/def2-TZVPD.

```
76
Properties=species:S:1:pos:R:3
Cr -0.027 -0.248 -0.175
O -0.184 2.314 -3.890
H -0.439 3.235 -3.836
H 0.747 2.335 -4.111
O 0.333 -0.293 -2.168
H 0.009 -0.948 -2.787
H 0.956 0.228 -2.676
O 2.451 1.324 -2.748
H 2.521 1.890 -3.517
H 3.109 1.662 -2.140
O -3.226 -2.996 -1.738
H -3.402 -3.563 -0.988
H -2.534 -3.446 -2.222
O 2.022 3.516 -0.623
H 1.534 4.165 -1.130
H 2.913 3.864 -0.583
O 0.018 -2.411 -0.562
H -0.252 -2.979 -1.284
H 0.246 -3.015 0.145
O -0.829 0.884 1.648
H -0.144 0.977 2.309
H -1.648 0.979 2.136
O 0.766 -1.257 1.516
H 0.298 -1.489 2.318
H 1.581 -1.757 1.560
O -3.450 1.489 2.789
H -3.494 2.434 2.936
H -3.384 1.112 3.666
O -1.090 1.635 -0.856
H -1.252 2.502 -0.484
H -1.557 1.642 -1.692
O -4.208 0.026 0.884
H -4.086 0.562 1.667
H -4.678 0.594 0.274
O 1.204 1.259 3.684
H 2.054 1.463 3.293
H 1.416 0.912 4.550
O -0.134 -4.015 1.572
H -1.059 -4.080 1.331
H 0.061 -4.849 2.000
O -0.540 -4.574 -2.055
H 0.215 -4.895 -2.548
H -1.086 -5.349 -1.922
O -1.711 4.023 0.057
H -1.793 4.963 -0.104
H -1.044 3.954 0.740
O -1.129 -2.027 -3.450
H -0.946 -2.888 -3.824
H -1.823 -1.667 -4.002
O 1.492 1.147 0.283
H 2.299 0.853 0.707
H 1.658 2.062 0.059
O 2.850 -2.980 1.493
H 2.792 -3.793 1.995
H 3.706 -3.022 1.067
O -3.487 1.490 -2.363
H -3.940 1.744 -3.167
H -4.153 1.561 -1.680
O 2.562 -1.102 -0.684
H 3.167 -0.397 -0.915
H 2.989 -1.898 -1.000
O 3.586 0.968 2.045
H 4.400 1.467 1.969
H 3.869 0.075 2.240
O 0.297 3.943 2.587
H -0.404 4.165 3.199
H 0.793 3.255 3.030
O 4.505 0.906 -0.673
H 4.936 0.087 -0.428
H 5.221 1.531 -0.782
O -1.574 -1.937 2.671
H -1.459 -1.632 3.571
H -2.087 -2.740 2.754
O -2.058 -0.923 -0.265
H -2.779 -0.495 0.195
H -2.485 -1.530 -0.870
```

HOMO energy (alpha / beta) = -18.3860 / -18.3874 eV
total charge = +3
spin multiplicity = 4
energy relative to the best compared isomer or geometry (same formula, charge and spin) = 80.9 kcal/mol
orbital gap (alpha / beta) = 8.723 / 10.251 eV

(12)
Computed, not measured: a molecular structure, CrH8O8P, with ωB97M-V/def2-TZVPD.

```
18
Properties=species:S:1:pos:R:3
Cr 0.086 0.046 0.074
P 1.230 -0.475 2.034
O 0.263 -1.472 1.391
O 2.040 -0.803 3.283
O 0.269 0.692 2.001
O 1.939 -0.119 0.760
O -0.221 2.068 -0.194
H -0.260 2.546 -1.023
H -0.422 2.725 0.472
O -1.973 -0.161 0.478
H -2.729 0.257 0.067
H -2.312 -0.990 0.817
O -0.506 -1.675 -1.202
H -1.375 -1.702 -1.603
H -0.105 -2.511 -1.442
O 1.111 0.464 -1.674
H 0.896 0.625 -2.593
H 2.068 0.482 -1.645
```

HOMO energy (alpha / beta) = -7.9214 / -7.9614 eV
spin multiplicity = 4
energy relative to the best compared isomer or geometry (same formula, charge and spin) = 22.3 kcal/mol
orbital gap (alpha / beta) = 6.879 / 6.902 eV

(13)
Computed, not measured: a molecular structure, CsH38O19, with ωB97M-V/def2-TZVPD.

```
58
Properties=species:S:1:pos:R:3
Cs -15.645 -5.086 10.245
O -15.725 -10.303 9.013
H -15.970 -11.105 8.550
H -15.605 -9.653 8.320
O -20.128 -4.403 12.239
H -19.178 -4.289 12.259
H -20.318 -4.960 12.994
O -18.030 -3.861 5.497
H -17.103 -3.920 5.729
H -18.456 -3.536 6.289
O -11.852 -6.352 9.259
H -12.439 -7.062 9.521
H -12.055 -5.638 9.864
O -20.562 -5.388 9.409
H -20.756 -4.937 10.231
H -21.132 -4.967 8.765
O -17.568 -9.176 10.596
H -18.151 -9.763 11.078
H -16.865 -9.744 10.280
O -14.421 -5.010 7.388
H -14.677 -4.302 6.796
H -13.538 -5.250 7.107
O -15.713 -8.395 7.317
H -15.965 -7.472 7.304
H -16.177 -8.781 6.573
O -11.864 -8.005 12.708
H -11.265 -7.260 12.759
H -12.128 -8.036 11.788
O -16.634 -0.614 11.259
H -16.538 -0.044 10.496
H -16.036 -0.246 11.910
O -16.522 -3.673 14.673
H -16.278 -4.272 15.379
H -17.349 -3.288 14.961
O -12.000 -4.127 10.851
H -12.646 -3.808 11.481
H -11.396 -3.394 10.733
O -17.612 -3.764 12.343
H -17.429 -3.931 13.267
H -17.529 -2.815 12.249
O -17.125 -1.653 7.741
H -18.080 -1.708 7.741
H -16.937 -0.745 7.502
O -17.979 -6.380 7.934
H -18.820 -6.236 8.369
H -18.209 -6.577 7.026
O -16.915 -7.182 12.182
H -17.312 -7.786 11.555
H -17.244 -7.469 13.034
O -13.240 -8.635 10.230
H -12.563 -9.307 10.153
H -13.969 -8.969 9.707
O -13.813 -3.435 12.739
H -14.584 -3.628 13.272
H -13.659 -2.499 12.868
O -19.045 -9.109 8.162
H -18.765 -8.514 8.858
H -18.408 -9.824 8.188
```

HOMO energy = -12.8235 eV
total charge = +1
energy relative to the best compared isomer or geometry (same formula, charge and spin) = 32.2 kcal/mol
orbital gap = 9.981 eV

(14)
Computed, not measured: a molecular structure, CsH42O21, with ωB97M-V/def2-TZVPD.

```
64
Properties=species:S:1:pos:R:3
Cs 11.839 9.294 10.286
O 9.664 6.553 8.185
H 9.172 6.258 7.370
H 9.119 6.964 8.906
O 8.840 7.655 10.379
H 8.631 8.651 10.468
H 8.105 7.222 10.928
O 9.660 10.390 14.812
H 9.797 10.499 15.742
H 9.355 9.502 14.599
O 16.437 9.895 12.175
H 16.893 9.915 11.352
H 16.743 9.084 12.647
O 11.895 8.634 13.386
H 11.188 7.949 13.409
H 11.697 9.445 13.820
O 14.251 7.278 13.904
H 13.576 7.914 13.831
H 13.847 6.464 13.657
O 8.311 4.001 11.288
H 8.891 3.313 11.010
H 7.436 3.936 10.855
O 8.177 12.090 13.031
H 8.471 11.626 13.825
H 7.400 12.584 13.295
O 11.337 13.766 8.634
H 10.907 14.605 8.653
H 12.264 14.017 8.696
O 8.936 10.666 10.340
H 9.095 11.167 9.471
H 8.968 11.318 11.064
O 8.585 8.134 13.654
H 9.094 7.320 13.451
H 7.844 7.856 14.161
O 10.540 5.814 12.774
H 10.002 5.066 12.662
H 11.128 5.881 12.036
O 11.959 11.370 12.661
H 12.749 11.849 12.895
H 11.254 12.028 12.858
O 10.168 11.460 8.223
H 10.591 12.282 8.471
H 9.771 11.451 7.365
O 12.089 6.009 9.867
H 12.974 6.236 9.541
H 11.551 5.801 9.122
O 11.998 7.917 7.645
H 12.355 7.503 6.850
H 11.158 7.458 7.789
O 16.842 12.181 9.118
H 16.189 11.541 9.027
H 17.462 11.881 8.393
O 14.587 12.124 12.388
H 15.013 12.993 12.591
H 15.371 11.534 12.406
O 14.534 13.955 8.085
H 15.408 13.701 8.385
H 14.595 14.070 7.136
O 14.374 11.391 9.639
H 14.430 11.784 10.493
H 14.192 12.160 9.121
O 17.240 7.411 13.075
H 16.407 7.224 13.527
H 17.912 6.903 13.489
```

HOMO energy = -13.1739 eV
total charge = +1
energy relative to the best compared isomer or geometry (same formula, charge and spin) = 18.4 kcal/mol
orbital gap = 10.994 eV

(15)
Computed, not measured: a molecular structure, CsH4O2, with ωB97M-V/def2-TZVPD.

```
7
Properties=species:S:1:pos:R:3
Cs -7.497 -6.140 -6.596
O -6.773 -3.161 -6.385
H -6.263 -3.564 -5.668
H -6.160 -2.555 -6.831
O -5.487 -7.464 -8.746
H -4.857 -7.789 -9.406
H -4.979 -7.182 -7.976
```

HOMO energy = -15.8247 eV
total charge = +1
energy relative to the best compared isomer or geometry (same formula, charge and spin) = 12.3 kcal/mol
orbital gap = 11.936 eV

(16)
Computed, not measured: a molecular structure, CsHO2P, with ωB97M-V/def2-TZVPD.

```
5
Properties=species:S:1:pos:R:3
P -0.673 1.022 -0.009
O 0.350 -0.123 -0.184
O -2.072 0.393 -0.145
Cs -1.451 -2.470 -0.962
H 3.847 1.178 1.299
```

HOMO energy (alpha / beta) = -8.2419 / -8.2415 eV
spin multiplicity = 2
orbital gap (alpha / beta) = 7.608 / 7.606 eV

(17)
Computed, not measured: a molecular structure, CuFI, with ωB97M-V/def2-TZVPD.

```
3
Properties=species:S:1:pos:R:3
Cu 0.099 -0.396 -1.016
I -1.921 0.758 0.726
F 1.822 -0.361 0.290
```

HOMO energy (alpha / beta) = -10.3178 / -9.8805 eV
spin multiplicity = 2
energy relative to the best compared isomer or geometry (same formula, charge and spin) = 30.4 kcal/mol
orbital gap (alpha / beta) = 8.922 / 5.711 eV

(18)
Computed, not measured: a molecular structure, CuI, with ωB97M-V/def2-TZVPD.

```
2
Properties=species:S:1:pos:R:3
Cu 0.440 1.233 -0.614
I -0.440 -1.233 0.614
```

HOMO energy (alpha / beta) = -15.6275 / -15.2764 eV
total charge = +1
spin multiplicity = 2
energy relative to the best compared isomer or geometry (same formula, charge and spin) = 6.9 kcal/mol
orbital gap (alpha / beta) = 8.983 / 6.728 eV